This record from OMol25 describes a single C5H8O molecule. The level of theory is ωB97M-V/def2-TZVPD.

```
14
Properties=species:S:1:pos:R:3:forces:R:3
C -2.377912 0.033266 0.123649 -0.14 0.23 0.13
O -1.569992 -1.036280 -0.301017 0.18 -0.01 0.10
C -0.480436 -0.667041 -1.122665 0.28 0.02 -0.32
C 0.544912 0.254071 -0.499129 0.22 0.22 -0.13
C 1.826009 0.130883 -0.270816 -0.04 0.06 -0.05
C 3.088007 0.302773 0.017455 -0.11 -0.14 -0.02
H -2.643729 0.708856 -0.705112 0.06 -0.15 0.04
H -3.298005 -0.394133 0.533319 0.19 0.05 -0.08
H -1.889497 0.626344 0.907928 -0.04 -0.04 -0.08
H -0.033151 -1.612066 -1.437394 0.07 0.18 0.03
H -0.865203 -0.145895 -2.012647 -0.02 -0.12 -0.01
H 3.754524 0.845812 -0.647928 -0.02 -0.44 -0.12
H 3.489550 -0.067303 0.953058 -0.02 0.21 0.07
H 0.276996 1.297989 -0.359623 -0.61 -0.05 0.43
```
Positions in Å, forces in eV/Å.

Calculated values
SMILES: C=C=CCOC
Kohn-Sham gap: 0.378 Ha
Charge: 0
Energy above the lowest of the compared OMol25 structures with the same formula, charge and spin: 267.9 kJ/mol
Molecular weight: 84.12 g/mol

Mulliken atomic charge list, values in e, 2 entries: -0.6880 -0.3461

***

This record from OMol25 describes a molecular structure, C27H25Cl2N7O2RuS. The level of theory is ωB97M-V/def2-TZVPD.

```
65
Properties=species:S:1:pos:R:3:forces:R:3
Ru -0.366164 -0.455036 0.354855 0.11 0.20 0.10
Cl 4.197833 -1.448141 5.285467 0.00 0.00 0.02
C 3.378875 -1.485066 3.807586 0.01 -0.03 -0.04
C 2.298969 -0.649468 3.612235 0.02 -0.02 0.01
C 1.620623 -0.691323 2.398980 -0.05 0.00 -0.06
N 0.553629 0.091147 2.038120 0.07 0.03 0.01
C 0.134149 1.217254 2.727679 0.01 -0.01 -0.03
O 0.505307 1.571264 3.816121 0.00 0.01 0.02
C -0.838011 2.025568 1.909814 0.01 -0.04 0.01
C -1.284071 3.239824 2.388063 -0.02 0.03 -0.01
C -2.112608 4.008303 1.584007 0.00 -0.01 0.01
C -2.453662 3.529971 0.328476 0.00 -0.01 0.00
C -1.975436 2.295462 -0.069879 -0.01 0.01 -0.03
N -1.188096 1.540184 0.701725 -0.01 -0.03 0.07
C 2.055346 -1.611703 1.355884 0.02 0.01 0.01
C 3.158385 -2.442248 1.565228 -0.05 0.02 -0.01
C 3.813760 -2.389556 2.771746 0.00 0.03 0.07
Cl 5.140466 -3.408483 3.045480 0.00 0.00 -0.01
N 1.323417 -1.523417 0.207961 -0.10 -0.07 -0.05
C 1.533776 -2.239214 -0.955003 0.00 -0.01 0.06
O 2.292831 -3.165563 -1.107825 0.02 0.00 -0.01
C 0.693561 -1.692955 -2.079953 0.01 0.02 0.03
C 0.938707 -2.085609 -3.377947 -0.02 0.01 0.00
C 0.227604 -1.474979 -4.402657 0.02 -0.01 -0.01
C -0.699032 -0.495574 -4.084676 -0.01 0.01 0.01
C -0.905859 -0.178070 -2.754411 -0.01 -0.02 -0.01
N -0.234990 -0.766421 -1.761457 -0.02 -0.01 -0.04
H 1.987820 0.022337 4.395098 -0.01 0.01 0.00
H -0.963175 3.559043 3.369924 0.00 0.00 0.00
H -2.477417 4.967511 1.925592 0.00 0.00 0.00
H -3.080757 4.101412 -0.340938 0.00 0.00 0.00
H -2.226355 1.904648 -1.045896 0.00 0.00 0.01
H 3.489739 -3.117610 0.793349 0.00 0.00 0.00
H 1.695630 -2.836047 -3.560019 0.00 0.00 -0.01
H 0.408849 -1.746448 -5.434047 0.00 0.00 0.00
H -1.259003 0.021924 -4.850753 0.00 -0.01 0.00
H -1.634598 0.567510 -2.472766 0.00 0.01 0.00
N -3.013299 -0.741322 -0.003421 0.01 -0.04 -0.16
C -3.495868 -1.998775 -0.499200 -0.04 -0.02 0.06
C -3.996830 -2.952590 0.380780 -0.04 0.01 -0.04
C -4.392541 -4.194803 -0.093653 0.00 0.01 0.01
C -4.297281 -4.497994 -1.445558 0.00 0.00 0.01
C -3.823564 -3.536484 -2.326483 0.00 0.01 0.00
C -3.424276 -2.290554 -1.857845 0.04 -0.03 0.00
H -3.407175 -0.555872 0.913368 0.07 0.00 0.04
H -3.311174 0.013247 -0.611635 -0.06 -0.01 0.00
H -4.085644 -2.724135 1.434318 0.01 0.00 0.02
H -4.792158 -4.923019 0.599735 0.00 0.00 -0.01
H -4.618417 -5.463508 -1.811845 0.00 0.00 0.00
H -3.781705 -3.742912 -3.388093 0.00 -0.01 0.00
H -3.086198 -1.543586 -2.563614 0.02 0.03 0.01
C 0.732067 -4.811882 2.934205 -0.02 0.02 -0.03
N 0.252172 -4.791223 1.556343 0.01 0.01 0.01
C -0.523737 -3.864040 1.007708 -0.03 -0.06 0.00
S -1.086059 -2.512729 1.914417 0.00 -0.03 -0.03
N -0.848104 -3.996723 -0.283545 0.01 -0.01 -0.02
C -0.462484 -5.132707 -1.108836 0.01 0.01 0.00
H 0.091304 -5.435624 3.555702 0.00 0.01 0.01
H 0.729400 -3.799707 3.328892 0.02 0.00 0.01
H 1.744159 -5.211106 2.945016 0.00 -0.01 0.00
H 0.456281 -5.609496 1.002042 0.02 0.00 0.00
H -1.623910 -3.431381 -0.602867 -0.01 0.02 0.02
H -0.880986 -6.068930 -0.730498 0.00 0.00 0.00
H 0.624823 -5.206299 -1.174814 0.00 0.00 0.00
H -0.854335 -4.968882 -2.108781 -0.01 -0.01 0.00
```
Positions in Å, forces in eV/Å.

Calculated values
Multiplicity: 5
Kohn-Sham gap (alpha / beta): 0.275 / 0.198 Ha
Charge: +2
Energy above the lowest of the compared OMol25 structures with the same formula, charge and spin: 5.6 kJ/mol
Molecular weight: 683.59 g/mol
<S²>: 6.0313

Mulliken atomic charge list, values in e, 2 entries: 0.2434 -0.0989

***

This record from OMol25 describes a molecular structure, C31H40Cl2NOP3Zr at a distorted geometry. The level of theory is ωB97M-V/def2-TZVPD.

```
79
Properties=species:S:1:pos:R:3:forces:R:3
P 0.151721 -2.097933 0.832021 0.43 1.26 0.42
C -0.418914 -2.951987 2.305075 -0.11 -0.15 0.45
C -1.525687 -3.821408 2.256953 0.21 0.04 0.07
H -2.117117 -3.903203 1.346384 0.14 -0.06 0.21
C -1.857245 -4.588376 3.375383 0.14 0.13 0.02
H -2.706731 -5.272234 3.325900 0.28 0.23 0.03
C -1.097269 -4.486683 4.545364 0.11 0.18 -0.25
H -1.347757 -5.099873 5.412598 0.08 0.21 -0.26
C -0.015588 -3.597086 4.606169 -0.06 0.03 -0.07
H 0.574075 -3.512512 5.520287 -0.22 0.00 -0.27
C 0.318002 -2.820178 3.497762 -0.20 -0.13 -0.22
H 1.145123 -2.109995 3.535875 -0.08 -0.24 0.13
C -1.199881 -2.137090 -0.367571 -0.18 0.04 -0.37
C -2.422835 -1.536666 -0.015607 0.05 0.15 -0.21
H -2.583320 -1.184067 1.005940 0.08 -0.04 -0.30
C -3.428483 -1.378259 -0.970002 0.13 -0.18 0.17
H -4.357785 -0.874925 -0.695941 0.25 -0.23 -0.09
C -3.250067 -1.886387 -2.261824 0.11 0.06 0.03
H -4.049049 -1.785893 -3.000714 0.28 -0.04 0.24
C -2.062125 -2.537432 -2.599760 0.00 -0.02 0.03
H -1.929458 -2.960542 -3.597538 -0.07 0.13 0.32
C -1.032747 -2.660731 -1.662700 -0.11 0.11 0.29
H -0.116338 -3.191895 -1.929013 -0.20 0.21 0.05
C 1.597267 -2.902173 0.140748 0.35 -0.39 -0.02
C 1.616379 -4.309246 0.090653 0.14 0.16 -0.19
H 0.773741 -4.878004 0.485172 0.20 0.08 -0.10
C 2.710837 -4.970708 -0.466595 -0.07 0.18 0.04
H 2.709173 -6.060607 -0.520396 0.05 0.35 0.03
C 3.798845 -4.234425 -0.949081 -0.17 0.21 0.06
H 4.656855 -4.752212 -1.381115 -0.26 0.17 0.14
C 3.792775 -2.835611 -0.872042 -0.07 -0.13 -0.02
H 4.643612 -2.259364 -1.239768 -0.24 -0.23 0.12
C 2.698136 -2.164735 -0.326369 -0.14 -0.20 0.13
H 2.698249 -1.077066 -0.236415 0.03 -0.27 -0.12
Zr 1.052821 2.029673 1.485451 -1.47 5.06 -0.42
C 0.639594 2.995238 -0.857707 0.51 -0.11 0.96
C 0.137468 2.178052 -1.782799 -0.37 -0.13 -0.52
H 0.857048 4.056838 -1.043458 -0.11 -0.37 -0.26
C -0.106936 0.724352 -1.370799 0.13 -0.11 -1.09
O 0.878686 -0.040639 -2.108380 -0.29 -0.39 0.40
H 0.836843 -0.985469 -1.868384 -0.15 0.46 -0.18
C 0.093459 0.671150 0.076216 1.21 0.46 1.86
H -1.120982 0.375419 -1.635811 0.16 0.04 0.16
C 0.554661 -0.053633 1.074560 -2.75 -6.16 -1.65
Cl 1.302638 4.499543 1.626385 0.26 -0.28 0.45
Cl 1.102418 1.614952 3.894479 -0.05 -0.08 -0.01
P -1.545696 2.826609 1.949722 -0.33 0.37 0.20
C -1.736022 4.149834 3.195940 0.26 -0.05 0.05
H -1.505777 5.119255 2.738419 -0.02 -0.24 0.13
H -1.022523 3.973182 4.008661 -0.18 0.10 -0.10
H -2.760846 4.145977 3.589863 0.25 0.06 -0.13
C -2.560110 3.466949 0.578781 0.05 0.00 -0.26
H -2.638345 2.707274 -0.208409 -0.03 0.13 0.11
H -2.062828 4.348544 0.155021 -0.14 -0.16 0.10
H -3.564599 3.737875 0.932638 0.27 -0.05 -0.09
C -2.594057 1.505608 2.634907 -0.05 -0.20 0.14
H -1.996152 0.907223 3.334096 -0.23 0.09 -0.04
H -2.961041 0.855915 1.831355 0.03 0.14 0.17
H -3.441237 1.955711 3.169628 0.14 -0.28 -0.16
P -0.199890 2.562913 -3.532891 0.34 -0.65 1.93
C -0.430021 4.321765 -3.701183 -0.11 0.25 -0.37
C -1.692089 1.656867 -3.951414 -0.22 0.13 -0.51
H 0.427906 4.855090 -3.269998 -0.23 -0.18 -0.15
H -1.352290 4.635289 -3.191106 0.30 -0.14 -0.13
H -0.511290 4.550636 -4.772703 0.02 0.12 0.27
H -1.525527 0.574977 -3.867992 0.06 0.29 -0.06
H -1.967080 1.902642 -4.985112 -0.10 -0.17 0.19
H -2.509126 1.950268 -3.279251 0.22 -0.01 -0.17
C 1.184314 1.946807 -4.483237 0.03 0.13 -0.45
H 2.097842 2.467493 -4.167738 -0.26 -0.09 -0.09
H 0.997792 2.128386 -5.547883 0.19 -0.10 0.11
H 1.297294 0.874395 -4.279650 -0.08 0.33 -0.07
H 0.483069 0.093074 2.192443 0.40 0.27 -0.64
C 5.723089 2.544822 1.015033 0.64 0.02 -0.13
C 4.334894 2.184649 1.081022 -2.28 -0.42 0.29
N 3.205174 1.920028 1.159601 3.41 0.30 -0.47
H 6.058444 2.900785 1.998885 -0.13 -0.10 -0.25
H 5.861651 3.341255 0.270372 -0.06 -0.21 0.22
H 6.310968 1.661933 0.722592 -0.14 0.30 0.10
```
Positions in Å, forces in eV/Å.

Calculated values
Kohn-Sham gap: 0.264 Ha
Charge: +2
Energy above the lowest of the compared OMol25 structures with the same formula, charge and spin: 0.0 kJ/mol
Molecular weight: 697.72 g/mol

Mulliken atomic charge list, values in e, 2 entries: 1.5193 0.6334

***

This record from OMol25 describes a molecular structure, C38H35CaFN8O7 at a distorted geometry. The level of theory is ωB97M-V/def2-TZVPD.

```
90
Properties=species:S:1:pos:R:3:forces:R:3
Ca 0.619721 0.425559 2.705346 -1.08 -2.36 -11.79
N -3.752579 0.425559 1.912346 -0.05 0.04 0.25
C -2.471879 0.425559 1.470146 1.07 -0.06 -0.57
N -1.388679 0.425559 2.159446 -3.68 0.09 1.49
C -1.497979 0.425559 3.663046 -1.92 0.06 0.87
N -0.584679 0.425559 4.674246 1.94 -0.19 -0.56
N 0.759721 0.425559 4.450746 -7.96 -1.98 9.39
C 1.972821 0.425659 4.803946 3.63 3.21 -1.03
C 3.048321 0.425559 3.673346 -1.42 -0.44 0.28
C 4.366021 0.425559 4.113346 1.72 0.05 -0.84
C 5.383321 0.425559 3.159546 -0.68 0.09 0.66
C 5.066321 0.425559 1.801546 0.14 0.01 -0.46
C 3.732921 0.425559 1.423246 -0.38 0.00 1.15
N 2.713221 0.425559 2.299446 3.82 -0.38 0.84
C -2.934579 0.425559 4.188246 1.73 0.02 -0.06
C -3.198979 0.425559 5.568346 -0.61 0.00 -0.10
C -4.513279 0.425559 6.038446 0.20 0.01 -0.28
C -5.572679 0.425559 5.135846 0.11 0.01 -0.12
C -5.318879 0.425559 3.763246 0.25 0.01 0.21
C -4.002779 0.425559 3.281146 -0.90 -0.01 1.12
H -4.525679 0.425559 1.264246 0.28 -0.04 0.13
H -2.404579 0.425559 0.369546 0.25 -0.05 0.47
H 2.304721 0.425859 5.852646 0.65 0.10 -0.24
H 4.609821 0.425659 5.169646 -0.14 -0.03 -0.07
H 6.424021 0.425559 3.473446 -0.13 -0.03 -0.01
H 5.847921 0.425559 1.048946 -0.12 0.00 0.07
H 3.443521 0.425559 0.376546 -0.02 -0.01 0.04
H -2.382679 0.425559 6.287446 -0.07 -0.01 -0.42
H -4.705379 0.425559 7.108546 0.03 0.00 -0.17
H -6.596879 0.425659 5.500646 0.14 0.00 -0.12
H -6.159079 0.425559 3.073846 0.13 -0.01 -0.06
C -1.070079 5.435659 -2.731454 -0.22 0.13 -0.16
C 0.378821 4.980359 -2.626654 -0.22 0.12 0.28
N 0.486121 3.746159 -1.838254 0.21 -0.92 -0.27
C 0.819821 3.812059 -0.491054 0.01 0.85 -0.62
C 0.911221 2.787159 0.365146 -0.34 -1.03 -0.57
C 1.345221 3.066959 1.793846 2.05 2.40 -0.08
O 2.352221 3.834059 1.893746 -1.96 -1.53 -0.08
O 0.619721 2.596959 2.711546 0.46 0.62 0.18
C 0.608821 1.443559 -0.146654 0.11 -0.20 0.34
O 0.619721 0.419359 0.524646 0.33 0.59 -2.35
C 0.312421 1.328159 -1.598554 0.05 0.25 0.17
C 0.107521 0.050359 -2.129154 -0.10 0.49 -0.60
C -0.126079 -0.102941 -3.486354 0.31 0.80 0.61
F -0.282679 -1.355041 -3.944354 -0.04 -0.48 -0.24
C -0.165379 0.996659 -4.362154 -0.01 0.63 1.54
C -0.000779 2.276659 -3.782654 -0.07 -0.21 -0.16
C 0.259721 2.477559 -2.411454 0.06 0.11 -0.27
N -0.379779 0.906659 -5.762154 -0.13 0.18 -1.02
C -0.859079 -0.403041 -6.280254 0.47 0.41 -0.06
C -1.233279 -0.286841 -7.776354 0.06 0.00 -0.22
N -1.091779 1.142659 -8.224754 -0.20 0.23 0.76
C 0.305521 1.671359 -8.025854 0.03 0.07 -0.19
C 0.748421 1.465059 -6.556754 -0.30 -0.73 -0.07
H -1.132679 6.369759 -3.298454 -0.01 -0.07 0.06
H -1.498679 5.610659 -1.738954 0.13 -0.05 -0.14
H -1.693179 4.691259 -3.236354 0.07 0.03 0.06
H 0.958521 5.782959 -2.151654 -0.02 -0.46 0.15
H 0.826321 4.867159 -3.620254 -0.03 -0.27 0.16
H 1.039521 4.816859 -0.129454 0.02 -0.20 -0.14
H 0.147921 -0.826641 -1.487954 -0.01 0.12 0.14
H -0.092879 3.139959 -4.431254 -0.01 -0.06 -0.04
H -1.752079 -0.725241 -5.731254 0.44 0.23 0.05
H -0.085579 -1.174341 -6.181254 -0.23 0.05 -0.01
H -2.273679 -0.575841 -7.952754 0.23 0.03 -0.02
H -0.578679 -0.893941 -8.410054 -0.16 0.18 0.08
H -1.683979 1.686359 -7.576754 0.13 -0.10 -0.25
H -1.436079 1.290659 -9.178554 0.21 -0.10 0.23
H 0.270121 2.734559 -8.282454 0.03 -0.23 -0.03
H 0.962321 1.151259 -8.730054 -0.20 0.11 0.10
H 1.101921 2.428959 -6.174354 -0.36 -0.40 0.19
H 1.602821 0.776659 -6.524654 0.01 0.03 -0.04
O -0.557879 -2.681841 0.960846 0.93 -0.29 1.29
C 0.150021 -2.802641 2.009446 -0.85 0.92 -1.26
O 0.619721 -1.847841 2.705346 -0.18 -1.15 -0.27
C 0.463221 -4.212441 2.473246 0.54 -0.65 0.80
C 1.247621 -4.431241 3.633846 -0.41 0.16 -0.62
C 1.548721 -5.722441 4.079846 -0.11 0.43 -0.17
C 1.054521 -6.779641 3.349046 0.40 1.17 0.59
O 1.244821 -8.097841 3.631046 -0.86 -0.31 -1.28
C 0.513221 -8.707741 2.548946 -0.17 -2.07 -0.23
O -0.094079 -7.762241 1.649846 0.74 -0.78 1.09
C 0.291621 -6.587741 2.219946 -0.13 1.74 -0.18
C -0.019379 -5.325741 1.759446 0.10 0.31 0.14
H 1.619721 -3.567341 4.184146 -0.16 -0.17 -0.24
H 2.148421 -5.879441 4.967146 -0.02 -0.08 -0.03
H -0.273579 -9.341941 2.973746 0.02 0.16 0.02
H 1.200521 -9.342541 1.977546 0.01 0.15 0.03
H -0.622179 -5.184141 0.867446 0.09 0.09 0.15
H 1.835421 1.641259 3.921046 2.28 0.65 2.59
```
Positions in Å, forces in eV/Å.

Calculated values
Kohn-Sham gap: 0.071 Ha
Charge: 0
Molecular weight: 774.82 g/mol

Mulliken atomic charge list, values in e, 2 entries: 2.0787 0.1471

***

DFT total energy for the records above, in order: -7359.4782; -81380.1926; -90513.2919; -87372.6308 eV